Molecular formula: C3H4ClNS
Method: DFT, the ωB97M-V functional and the def2-TZVPD basis

Cartesian coordinates (Å):
C: -0.463 0.818 0.805
C: 0.316 0.542 -0.403
C: 0.405 -1.014 -0.480
N: -0.964 -0.096 1.534
S: -0.220 -1.592 1.172
Cl: -1.067 2.377 0.828
H: -0.268 1.049 -1.128
H: 1.397 0.901 -0.561
H: -0.397 -1.478 -1.152
H: 1.261 -1.506 -0.616

Properties
ΔE to the lowest compared entry with this formula, charge and spin (eV): 0.8161
Frontier orbital gap (eV): 9.2
HOMO level (eV): -8.453
LUMO (eV): 0.7

Molecular formula: C3H4CrMgO4
Method: DFT, the ωB97M-V functional and the def2-TZVPD basis

Cartesian coordinates (Å):
O: -0.870 1.732 0.510
C: -0.665 0.504 -0.051
O: -1.132 -0.581 0.734
C: -2.526 -0.475 1.134
Cr: -2.438 1.560 1.528
H: 0.486 0.273 -0.302
H: -2.654 -1.200 1.952
H: -3.159 -0.828 0.296
H: -1.137 0.424 -1.059
O: 3.027 -1.371 -1.121
C: 2.693 -0.181 -0.958
O: 3.468 0.784 -1.116
Mg: 4.907 -0.639 -1.546

Properties
ΔE to the lowest compared entry with this formula, charge and spin (eV): 1.8024
Frontier orbital gap (spin up / spin down) (eV): 4.1 / 3.3
Net charge: +1
Spin multiplicity: 6
HOMO level (spin up / spin down) (eV): -10.665 / -10.863
LUMO (spin up / spin down) (eV): -6.6 / -7.6

Molecular formula: C3H4CrO3
Method: DFT, the ωB97M-V functional and the def2-TZVPD basis

Cartesian coordinates (Å):
C: -1.550 0.758 -0.470
C: -1.271 -0.363 0.200
O: -0.159 -1.155 -0.101
C: 1.064 -0.776 0.107
O: 1.344 0.495 0.353
O: 2.030 -1.502 -0.125
H: -1.214 0.884 -1.501
H: -1.818 -0.764 1.052
H: -2.393 1.353 -0.117
Cr: 3.441 -0.061 0.288
H: 0.526 1.132 0.315

Properties
ΔE to the lowest compared entry with this formula, charge and spin (eV): 1.7045
Frontier orbital gap (spin up / spin down) (eV): 6.1 / 7.7
Net charge: +2
Spin multiplicity: 5
HOMO level (spin up / spin down) (eV): -18.860 / -18.873
LUMO (spin up / spin down) (eV): -12.7 / -11.2

Molecular formula: C3H4CsO2
Method: DFT, the ωB97M-V functional and the def2-TZVPD basis

Cartesian coordinates (Å):
C: 0.442 0.855 0.807
C: 1.348 0.276 1.666
H: -0.450 1.293 1.272
H: 0.825 1.667 0.177
H: 1.055 -0.024 2.674
H: 2.423 0.404 1.518
C: -0.844 -0.517 -1.162
O: -1.632 0.123 -1.885
O: -0.580 -1.731 -1.252
Cs: -2.587 -2.348 -3.815

Properties
ΔE to the lowest compared entry with this formula, charge and spin (eV): 0.2604
Frontier orbital gap (spin up / spin down) (eV): 4.7 / 7.3
Spin multiplicity: 2
HOMO level (spin up / spin down) (eV): -5.535 / -8.268
LUMO (spin up / spin down) (eV): -0.9 / -1.0

Molecular formula: C3H4CuLiO3
Method: DFT, the ωB97M-V functional and the def2-TZVPD basis

Cartesian coordinates (Å):
O: -2.092 0.100 0.759
C: -1.519 1.205 0.632
C: -0.067 1.290 0.306
Li: -1.440 -1.603 0.392
H: -0.558 1.506 -0.789
H: 0.485 0.757 1.097
H: 0.316 2.310 0.462
O: 0.417 -1.272 -0.169
C: 1.138 -1.274 -1.151
Cu: 3.199 -3.042 -1.168
O: 2.009 -2.036 -1.604
H: -1.890 2.059 1.234

Properties
Frontier orbital gap (spin up / spin down) (eV): 7.3 / 4.0
Net charge: +2
Spin multiplicity: 3
HOMO level (spin up / spin down) (eV): -16.462 / -17.705
LUMO (spin up / spin down) (eV): -9.2 / -13.8

Molecular formula: C3H4CuO3
Method: DFT, the ωB97M-V functional and the def2-TZVPD basis

Cartesian coordinates (Å):
H: -0.897 -2.343 -0.496
C: -0.430 -1.641 -1.213
C: 0.266 -0.532 -0.481
O: 1.697 -0.506 -0.798
C: 2.502 0.442 -0.222
O: 1.988 1.259 0.570
O: 3.703 0.365 -0.569
Cu: 1.083 -2.851 -2.536
H: -1.202 -1.228 -1.891
H: 0.190 -0.641 0.613
H: -0.130 0.461 -0.749

Properties
ΔE to the lowest compared entry with this formula, charge and spin (eV): 0.8279
Frontier orbital gap (eV): 5.7
Net charge: -1
HOMO level (eV): -3.658
LUMO (eV): 2.0

no.,E (a.u.)
1,-1029.800058
2,-1661.815467
3,-1386.120432
4,-287.222030
5,-1989.577999
6,-1982.883738